a) Formula: C2H13NO3S
Source: the OMol25 dataset
Level of theory: the ωB97M-V functional and the def2-TZVPD basis

* 2S+1: 1
* E_HOMO: -9.4 eV
* gap between HOMO and LUMO: 9.91 eV
* LUMO level: 0.56 eV

Each line ends with the Löwdin charge.
Geometry (Å):
1 C 0.88 0.25 2.21  -0.3533
2 C -0.37 0.03 1.39  -0.5660
3 S -1.89 0.65 2.25  0.6813
4 N 2.09 -0.40 1.67  -0.0146
5 H 0.72 -0.02 3.25  0.1004
6 H 1.08 1.33 2.26  0.1111
7 H -0.54 -1.01 1.16  0.0657
8 H -0.36 0.53 0.42  0.0629
9 H -2.07 -0.49 2.90  -0.1553
10 H 2.23 -0.04 0.72  0.0868
11 H 1.86 -1.37 1.50  0.0769
12 H 0.19 1.82 -6.18  0.0318
13 H -0.46 3.20 -6.06  0.0357
14 O 0.30 2.74 -6.45  -0.0674
15 H 5.13 -0.99 3.34  0.0211
16 H 3.78 -0.90 2.58  -0.0224
17 O 4.42 -1.52 2.98  -0.0947
18 H -5.27 -1.07 -3.97  0.0304
19 H -6.25 -1.17 -2.81  0.0316
20 O -5.46 -1.58 -3.17  -0.0620

b) Formula: C2H13NO3S
Source: the OMol25 dataset
Level of theory: the ωB97M-V functional and the def2-TZVPD basis

* 2S+1: 1
* E_HOMO: -9.4 eV
* gap between HOMO and LUMO: 9.87 eV
* LUMO level: 0.50 eV

Each line ends with the Löwdin charge.
Geometry (Å):
1 C -0.09 2.36 -0.31  -0.3925
2 C 0.29 1.09 0.40  -0.5684
3 S 0.03 1.32 2.25  0.6409
4 N 0.14 2.30 -1.75  -0.0326
5 H 0.18 3.31 0.21  0.1163
6 H -1.17 2.47 -0.24  0.0996
7 H 1.34 0.76 0.21  0.0777
8 H -0.23 0.13 0.21  0.0614
9 H 1.34 1.80 2.16  -0.1072
10 H -0.23 1.42 -2.07  0.0708
11 H 1.20 1.97 -1.78  0.1397
12 H -2.61 -5.89 -1.93  0.0675
13 H -3.76 -5.97 -0.95  -0.0124
14 O -3.58 -6.09 -1.85  -0.0551
15 H 0.21 4.81 -4.21  0.0234
16 H 0.30 3.65 -3.13  -0.0434
17 O 0.79 4.21 -3.73  -0.0857
18 H 1.75 -5.72 2.84  0.0219
19 H 2.24 -5.00 4.05  0.0291
20 O 2.39 -5.07 3.11  -0.0510

c) Formula: C2H13NO3S
Source: the OMol25 dataset
Level of theory: the ωB97M-V functional and the def2-TZVPD basis

* 2S+1: 1
* E_HOMO: -9.0 eV
* gap between HOMO and LUMO: 9.31 eV
* LUMO level: 0.36 eV

Each line ends with the Löwdin charge.
Geometry (Å):
1 C -0.68 0.00 -1.00  -0.3394
2 C 0.27 1.21 -1.29  -0.6091
3 S 0.52 1.40 -3.09  0.6495
4 N -1.30 0.27 0.36  -0.0480
5 H -0.23 -1.07 -1.08  0.1279
6 H -1.54 0.08 -1.69  0.0831
7 H 1.28 1.14 -0.72  0.0937
8 H -0.24 2.06 -0.74  0.0698
9 H 1.79 0.96 -3.29  -0.1475
10 H -0.97 -0.39 1.04  0.0215
11 H -2.38 0.30 0.42  0.0995
12 H -3.27 -3.02 2.05  0.0870
13 H -1.80 -3.51 1.81  -0.0080
14 O -2.29 -2.84 2.24  -0.0749
15 H 1.45 4.21 -0.41  0.0441
16 H 2.04 5.12 0.76  0.0702
17 O 1.42 5.15 -0.04  -0.1204
18 H 1.45 -4.17 1.75  0.0207
19 H 2.55 -3.28 1.79  0.0580
20 O 1.91 -3.62 1.11  -0.0779

Most stable = a)

a) Formula: CH14N2O6Zn
Source: the OMol25 dataset
Level of theory: the ωB97M-V functional and the def2-TZVPD basis

* 2S+1: 1
* E_HOMO: -17.0 eV
* gap between HOMO and LUMO: 10.48 eV
* total charge: +2
* LUMO level: -6.50 eV

Each line ends with the Löwdin charge.
Geometry (Å):
1 Zn 0.06 0.54 -0.83  0.6448
2 O -2.06 0.30 -1.11  -0.0158
3 H -2.54 0.14 -1.94  0.1056
4 H -2.70 0.70 -0.52  0.0995
5 O 2.04 0.77 -0.54  -0.0056
6 H 2.75 0.11 -0.46  0.1219
7 H 2.26 1.45 0.12  0.1114
8 O 0.27 1.73 -2.51  -0.0064
9 H -0.03 1.73 -3.44  0.1197
10 H 1.14 2.15 -2.53  0.1027
11 O -0.50 2.20 0.28  -0.0088
12 H -0.64 2.23 1.24  0.1124
13 H -0.65 3.11 -0.04  0.1161
14 O 0.45 -1.15 -1.96  -0.0053
15 H 1.20 -1.30 -2.55  0.1105
16 H -0.07 -1.97 -1.98  0.1133
17 C -0.16 -1.30 1.91  -0.5658
18 O -0.17 -0.59 0.87  -0.0497
19 N 0.84 -1.15 2.84  0.1910
20 N -1.03 -2.29 2.14  0.2145
21 H 1.47 -0.38 2.90  0.1128
22 H 0.89 -1.81 3.60  0.1189
23 H -1.04 -2.76 3.03  0.1304
24 H -1.76 -2.45 1.47  0.1319

b) Formula: CH14N2O6Zn
Source: the OMol25 dataset
Level of theory: the ωB97M-V functional and the def2-TZVPD basis

* 2S+1: 1
* E_HOMO: -17.0 eV
* gap between HOMO and LUMO: 10.54 eV
* total charge: +2
* LUMO level: -6.50 eV

Each line ends with the Löwdin charge.
Geometry (Å):
1 Zn -0.53 -0.70 -0.11  0.6787
2 O -1.88 0.49 -1.36  -0.0089
3 H -2.20 1.34 -1.04  0.0925
4 H -1.96 0.53 -2.32  0.1034
5 O -1.63 -0.03 1.55  0.0051
6 H -1.35 -0.35 2.42  0.1040
7 H -2.33 0.61 1.73  0.1090
8 O -1.89 -2.26 -0.48  -0.0091
9 H -1.83 -3.13 -0.90  0.1101
10 H -2.83 -2.06 -0.42  0.1029
11 O 0.49 -1.31 -1.83  -0.0034
12 H 1.34 -0.98 -2.16  0.1098
13 H 0.06 -1.73 -2.58  0.1020
14 O 0.53 -2.13 1.05  -0.0029
15 H 1.34 -2.58 0.78  0.1041
16 H 0.16 -2.67 1.75  0.1021
17 C 1.54 1.73 0.42  -0.5733
18 O 0.84 0.70 0.25  -0.0511
19 N 1.16 2.94 -0.05  0.2088
20 N 2.72 1.65 1.07  0.2111
21 H 0.30 2.97 -0.57  0.1145
22 H 1.60 3.80 0.21  0.1322
23 H 3.35 2.42 1.17  0.1320
24 H 3.00 0.74 1.40  0.1266

Most stable = b)

a) Formula: CH2N2O4
Source: the OMol25 dataset
Level of theory: the ωB97M-V functional and the def2-TZVPD basis

* 2S+1: 1
* E_HOMO: -10.7 eV
* gap between HOMO and LUMO: 10.44 eV
* LUMO level: -0.30 eV

Each line ends with the Löwdin charge.
Geometry (Å):
1 C -0.70 0.15 -0.12  0.0657
2 N 0.74 -1.07 1.46  -0.0983
3 N 0.08 0.53 -1.32  -0.4257
4 O 1.46 -1.13 2.39  0.0564
5 O 1.24 0.77 -1.21  0.1275
6 O -0.59 0.55 -2.32  0.0978
7 O 0.29 0.20 1.20  -0.0876
8 H -1.04 -0.88 -0.18  0.1285
9 H -1.48 0.87 0.10  0.1356

b) Formula: CH2N2O4
Source: the OMol25 dataset
Level of theory: the ωB97M-V functional and the def2-TZVPD basis

* 2S+1: 1
* E_HOMO: -11.0 eV
* gap between HOMO and LUMO: 11.27 eV
* LUMO level: 0.24 eV

Each line ends with the Löwdin charge.
Geometry (Å):
1 C 1.31 -0.19 0.25  -0.5969
2 N 0.04 0.30 0.07  0.1473
3 N 3.31 -0.63 -1.04  -0.3933
4 O 1.79 -0.39 1.34  0.1044
5 O 1.90 -0.35 -0.97  0.1169
6 O 3.88 -1.19 -0.19  0.1720
7 O 3.81 -0.24 -2.03  0.1528
8 H -0.28 0.52 1.08  0.1689
9 H -0.60 0.25 -0.76  0.1279

Most stable = b)

a) Formula: C2H9NOS
Source: the OMol25 dataset
Level of theory: the ωB97M-V functional and the def2-TZVPD basis

* 2S+1: 1
* E_HOMO: -8.7 eV
* gap between HOMO and LUMO: 9.45 eV
* LUMO level: 0.76 eV

Each line ends with the Löwdin charge.
Geometry (Å):
1 C 2.20 -0.49 1.93  -0.5069
2 S 0.45 -0.05 2.14  0.6301
3 H 2.41 -0.10 0.92  0.0158
4 H 2.49 -1.53 1.74  0.0278
5 H 2.94 -0.10 2.62  0.0217
6 H 0.08 0.35 0.93  -0.2073
7 N -0.68 0.04 -3.19  0.0206
8 C -1.43 -0.19 -2.03  -0.3168
9 O -1.07 0.62 -0.83  -0.1413
10 H 0.32 -0.05 -3.06  0.0781
11 H -0.80 0.97 -3.59  0.0779
12 H -1.17 -1.14 -1.56  0.1182
13 H -2.49 -0.08 -2.20  0.1142
14 H -1.78 1.25 -0.67  0.0680

b) Formula: C2H9NOS
Source: the OMol25 dataset
Level of theory: the ωB97M-V functional and the def2-TZVPD basis

* 2S+1: 1
* E_HOMO: -8.9 eV
* gap between HOMO and LUMO: 9.79 eV
* LUMO level: 0.90 eV

Each line ends with the Löwdin charge.
Geometry (Å):
1 C 1.96 -1.96 -0.67  -0.4822
2 S 0.25 -2.36 -0.11  0.6062
3 H 2.31 -1.92 -1.71  0.0319
4 H 2.02 -0.95 -0.22  0.0126
5 H 2.71 -2.45 -0.05  0.0229
6 H 0.36 -3.69 0.00  -0.1766
7 N -0.85 1.40 1.35  0.0149
8 C -1.30 1.35 0.00  -0.3505
9 O -0.86 2.45 -0.84  -0.0913
10 H -1.36 0.71 1.88  0.0681
11 H -0.48 2.21 1.81  0.0698
12 H -0.93 0.50 -0.58  0.0900
13 H -2.38 1.52 -0.09  0.1083
14 H -1.46 3.20 -0.77  0.0760

Most stable = a)

a) Formula: C25H20Cl2F2N3OPd
Source: the OMol25 dataset
Level of theory: the ωB97M-V functional and the def2-TZVPD basis

* 2S+1: 3
* E_HOMO (alpha / beta): -1.2 / -4.3 eV
* gap between HOMO and LUMO (alpha / beta): 3.86 / 6.09 eV
* total charge: -1
* LUMO level (alpha / beta): 2.67 / 1.77 eV

Each line ends with the Löwdin charge.
Geometry (Å):
1 Pd -0.39 -0.20 0.54  0.8196
2 O -1.35 2.13 0.17  -0.1389
3 C -1.08 2.71 -1.12  -0.2419
4 C -0.04 3.83 -1.00  -0.1741
5 C 1.34 3.44 -0.47  -0.1387
6 C 2.09 2.52 -1.41  -0.3002
7 C 2.74 3.02 -2.53  -0.0398
8 C 3.41 2.14 -3.38  -0.0822
9 C 3.40 0.79 -3.05  -0.0793
10 C 2.74 0.39 -1.91  -0.1245
11 N 2.09 1.23 -1.10  0.1212
12 H -2.15 1.59 0.08  0.0337
13 H -2.01 3.17 -1.48  0.1157
14 H -0.77 1.95 -1.84  0.0973
15 H -0.47 4.58 -0.33  0.1097
16 H 0.08 4.28 -1.99  0.1097
17 H 1.24 2.94 0.49  0.1044
18 H 1.92 4.36 -0.33  0.1109
19 H 2.74 4.08 -2.74  0.1070
20 H 3.91 2.50 -4.26  0.0980
21 H 3.90 0.06 -3.68  0.0954
22 H 2.72 -0.65 -1.61  0.1094
23 F 0.54 -5.34 -0.81  0.0089
24 C 0.72 -4.32 0.08  -0.3002
25 C 0.08 -3.10 -0.13  -0.0679
26 C 0.27 -2.07 0.77  -0.1791
27 C 1.09 -2.24 1.93  -0.1567
28 C 1.72 -3.50 2.06  -0.2285
29 F 2.57 -3.74 3.10  0.0240
30 C 1.56 -4.53 1.16  0.0194
31 C 1.17 -1.14 2.83  -0.2463
32 C 1.73 -1.13 4.12  -0.0539
33 C 1.65 -0.01 4.91  -0.1362
34 C 1.00 1.15 4.41  -0.1342
35 C 0.47 1.09 3.14  -0.1975
36 N 0.55 0.01 2.35  -0.0894
37 H -0.53 -2.98 -1.01  0.0925
38 H 2.08 -5.46 1.29  0.1168
39 H 2.21 -2.02 4.50  0.0920
40 H 2.07 -0.01 5.91  0.0774
41 H 0.91 2.05 5.00  0.0702
42 H -0.04 1.95 2.71  0.0912
43 Cl -2.39 -0.79 -3.85  0.6471
44 C -3.32 -1.09 -2.41  -0.6095
45 C -4.59 -1.59 -2.54  -0.1452
46 C -5.36 -1.84 -1.41  -0.1030
47 C -4.84 -1.55 -0.15  -0.1436
48 C -3.56 -1.06 -0.03  -0.5748
49 Cl -3.00 -0.60 1.56  0.7022
50 C -2.67 -0.84 -1.15  -0.4972
51 N -1.43 -0.43 -1.09  -0.0743
52 H -4.99 -1.76 -3.53  0.0940
53 H -6.35 -2.26 -1.50  0.0942
54 H -5.43 -1.70 0.74  0.0951

b) Formula: C25H20Cl2F2N3OPd
Source: the OMol25 dataset
Level of theory: the ωB97M-V functional and the def2-TZVPD basis

* 2S+1: 3
* E_HOMO (alpha / beta): -3.5 / -3.6 eV
* gap between HOMO and LUMO (alpha / beta): 6.39 / 6.50 eV
* total charge: -1
* LUMO level (alpha / beta): 2.89 / 2.86 eV

Each line ends with the Löwdin charge.
Geometry (Å):
1 Pd -1.02 -0.44 -0.09  0.6831
2 O 2.44 -0.31 0.13  -0.1051
3 C 2.81 1.04 0.32  -0.2791
4 C 3.04 1.77 -0.99  -0.1799
5 C 1.75 2.01 -1.79  -0.1402
6 C 0.77 2.92 -1.07  -0.2989
7 C 1.09 4.25 -0.78  -0.0366
8 C 0.17 5.02 -0.10  -0.0910
9 C -1.04 4.45 0.28  -0.0996
10 C -1.26 3.13 -0.04  -0.1700
11 N -0.39 2.38 -0.71  0.0990
12 H 1.50 -0.41 0.36  0.0024
13 H 3.74 1.05 0.90  0.1157
14 H 2.06 1.57 0.91  0.0527
15 H 3.73 1.19 -1.60  0.1090
16 H 3.52 2.73 -0.78  0.1022
17 H 1.24 1.06 -1.96  0.1046
18 H 1.99 2.44 -2.76  0.1112
19 H 2.04 4.66 -1.09  0.1077
20 H 0.39 6.06 0.13  0.0995
21 H -1.78 5.02 0.83  0.0967
22 H -2.18 2.63 0.25  0.0971
23 F -5.27 0.47 -3.35  0.0295
24 C -4.32 -0.40 -2.92  -0.2941
25 C -3.43 -0.01 -1.94  -0.0746
26 C -2.44 -0.89 -1.48  -0.1989
27 C -2.39 -2.18 -2.06  -0.1490
28 C -3.32 -2.52 -3.04  -0.2293
29 F -3.29 -3.74 -3.64  0.0264
30 C -4.30 -1.66 -3.49  0.0307
31 C -1.30 -3.09 -1.61  -0.2074
32 C -1.22 -4.45 -1.86  -0.0154
33 C -0.13 -5.17 -1.40  -0.0782
34 C 0.87 -4.52 -0.70  -0.0720
35 C 0.71 -3.17 -0.46  -0.1568
36 N -0.34 -2.48 -0.89  0.0323
37 H -3.51 1.00 -1.55  0.0875
38 H -5.00 -1.95 -4.26  0.1183
39 H -2.00 -4.95 -2.41  0.0980
40 H -0.06 -6.23 -1.60  0.0996
41 H 1.74 -5.05 -0.32  0.0981
42 H 1.45 -2.61 0.10  0.0859
43 Cl -0.03 -2.64 2.81  0.6575
44 C 0.64 -1.20 3.52  -0.6105
45 C 1.26 -1.28 4.74  -0.1547
46 C 1.78 -0.15 5.35  -0.1407
47 C 1.63 1.08 4.72  -0.1559
48 C 0.99 1.16 3.50  -0.6035
49 Cl 0.74 2.74 2.80  0.6821
50 C 0.48 0.03 2.79  -0.4999
51 N -0.11 0.10 1.62  -0.0493
52 H 1.33 -2.25 5.22  0.0908
53 H 2.29 -0.21 6.31  0.0823
54 H 2.00 1.99 5.17  0.0901

Most stable = b)